A structure of composition C16H34OP2Ru, computed with the ωB97M-V functional and the def2-TZVPD basis.

Last column: Löwdin spin population.
CARTESIAN COORDINATES (ANGSTROEM)
P (1.78, 4.71, -0.82)  0.052
P (2.66, 2.52, -4.09)  0.024
C (3.13, 4.63, -2.06)  0.020
C (2.75, 4.27, -3.51)  0.008
H (3.90, 3.95, -1.65)  0.000
H (3.57, 5.64, -2.07)  0.001
H (1.78, 4.72, -3.79)  0.000
H (3.52, 4.72, -4.16)  0.002
C (4.38, 2.04, -4.50)  0.009
H (4.55, 0.97, -4.35)  0.006
H (5.10, 2.60, -3.90)  0.001
H (4.57, 2.27, -5.56)  0.000
C (1.96, 2.61, -5.78)  0.011
H (2.65, 3.13, -6.47)  0.000
H (1.00, 3.16, -5.78)  0.001
H (1.77, 1.60, -6.17)  0.004
C (2.60, 5.63, 0.54)  0.080
H (2.18, 5.23, 1.47)  0.022
H (2.36, 6.69, 0.42)  0.006
H (3.67, 5.42, 0.50)  0.008
C (0.51, 5.78, -1.56)  -0.006
H (0.18, 5.31, -2.49)  0.000
H (0.89, 6.78, -1.75)  -0.001
H (-0.34, 5.81, -0.87)  0.000
Ru (1.18, 3.43, 0.66)  1.424
C (2.40, -0.58, -3.90)  0.105
C (3.48, -0.87, -2.93)  0.615
C (3.67, 0.16, -1.92)  0.127
C (2.41, 1.04, -2.09)  0.075
C (1.93, 0.87, -3.57)  0.087
C (0.48, 0.88, -3.61)  0.579
C (-0.09, -0.44, -3.45)  0.107
C (1.11, -1.42, -3.68)  0.046
C (-0.62, 4.24, 1.23)  0.024
H (2.70, -0.71, -4.95)  0.017
H (4.04, -1.80, -2.94)  0.028
H (4.58, 0.76, -2.13)  0.038
H (3.72, -0.15, -0.86)  0.019
H (1.61, 0.74, -1.41)  0.003
H (2.63, 2.10, -1.81)  0.004
H (0.97, 4.31, 2.00)  0.058
H (-0.10, 1.80, -3.60)  0.031
H (-0.87, -0.64, -4.19)  0.025
H (-0.55, -0.58, -2.47)  0.031
H (1.22, -2.03, -2.78)  0.003
H (0.92, -2.11, -4.52)  0.001
H (-1.33, 3.96, 0.44)  0.009
H (-0.68, 5.32, 1.42)  0.012
H (-0.93, 3.74, 2.15)  0.008
C (-0.24, 0.96, 0.67)  0.021
O (0.94, 1.60, 0.23)  0.245
H (0.08, 0.00, 1.09)  -0.001
H (-0.86, 0.72, -0.22)  0.005
H (-0.82, 1.55, 1.39)  0.004

The value obtained for the HOMO energy (alpha / beta) is -13.127 / -15.880 eV. As for the max |F|: 5.78 eV Å⁻¹. Its LUMO energy (alpha / beta) is -7.5 / -8.2 eV. As for the total charge: +2. The calculation puts the molar mass at 405.5 g/mol. The multiplicity is 5. For the energy above the lowest of the compared OMol25 structures with the same formula, charge and spin, the calculation gives 220.7 kJ/mol.

A cluster of 2 separate species, C33H41NO2S2Si in total, computed with the ωB97M-V functional and the def2-TZVPD basis.

Last column: Mulliken charge in e.
CARTESIAN COORDINATES (ANGSTROEM)
C (2.51, -6.43, -0.37)  -1.527
C (1.45, -5.77, -1.23)  0.506
C (2.18, -5.33, -2.48)  -1.346
O (0.85, -4.71, -0.42)  -0.395
C (-0.51, -4.39, -0.51)  0.212
S (-1.26, -3.62, 0.78)  -0.367
S (-1.23, -4.84, -1.95)  -0.390
H (3.08, -7.14, -0.96)  0.447
H (3.20, -5.67, 0.01)  0.317
H (2.06, -6.94, 0.49)  0.338
H (0.67, -6.49, -1.51)  0.436
H (2.70, -6.22, -2.87)  0.474
H (1.52, -4.96, -3.27)  0.281
H (2.96, -4.59, -2.27)  0.258
C (-0.51, 2.78, -4.53)  -1.081
Si (1.07, 2.60, -3.57)  0.300
C (2.53, 1.85, -4.43)  -1.112
C (1.58, 4.15, -2.66)  -0.928
O (0.80, 1.42, -2.42)  -0.501
C (0.35, 1.32, -1.10)  2.317
C (1.52, 1.60, -0.10)  0.113
C (2.86, 1.47, -0.45)  -0.217
C (3.87, 1.70, 0.51)  -0.679
C (3.53, 1.91, 1.84)  -0.823
C (2.19, 2.05, 2.20)  -0.798
C (1.19, 1.91, 1.23)  -0.649
C (-0.90, 2.20, -0.91)  0.267
C (-0.79, 3.47, -0.35)  -0.157
C (-1.89, 4.33, -0.29)  -0.961
C (-3.12, 3.92, -0.82)  -0.651
C (-3.22, 2.67, -1.44)  -0.828
C (-2.11, 1.82, -1.50)  -0.557
C (0.02, -0.21, -0.99)  -1.087
C (1.21, -1.14, -1.30)  -1.011
C (1.82, -1.54, 0.06)  -1.006
C (0.81, -1.11, 1.12)  -1.196
N (-0.31, -0.51, 0.39)  0.749
C (-1.50, -0.45, 0.95)  0.406
C (-1.62, -0.84, 2.28)  -0.533
C (-2.80, -1.30, 2.82)  -1.056
C (-3.28, -0.70, 4.04)  0.623
C (-4.66, -0.71, 4.40)  -0.357
C (-5.10, -0.18, 5.61)  -0.558
C (-4.18, 0.40, 6.50)  -0.308
C (-2.83, 0.55, 6.11)  -0.741
C (-2.41, 0.04, 4.89)  -0.203
H (-0.39, 3.51, -5.34)  0.412
H (-0.81, 1.83, -4.98)  0.307
H (-1.34, 3.12, -3.90)  0.261
H (2.88, 2.47, -5.27)  0.421
H (3.36, 1.74, -3.73)  0.286
H (2.29, 0.85, -4.82)  0.331
H (2.11, 4.81, -3.37)  0.533
H (0.71, 4.69, -2.25)  0.274
H (2.26, 3.91, -1.84)  0.226
H (3.14, 1.21, -1.48)  0.229
H (4.91, 1.69, 0.20)  0.435
H (4.30, 1.96, 2.61)  0.416
H (1.89, 2.28, 3.23)  0.440
H (0.14, 2.00, 1.51)  0.412
H (0.17, 3.80, 0.07)  0.604
H (-1.78, 5.32, 0.15)  0.423
H (-3.99, 4.58, -0.77)  0.415
H (-4.16, 2.35, -1.90)  0.429
H (-2.20, 0.86, -2.00)  0.372
H (-0.82, -0.44, -1.66)  0.875
H (0.78, -2.04, -1.76)  0.515
H (1.94, -0.72, -1.99)  0.220
H (1.97, -2.62, 0.15)  0.327
H (2.78, -1.04, 0.23)  0.445
H (0.51, -1.98, 1.72)  1.001
H (1.23, -0.34, 1.78)  0.164
H (-2.39, -0.23, 0.34)  0.390
H (-0.73, -0.83, 2.91)  0.641
H (-3.46, -2.00, 2.30)  0.468
H (-5.37, -1.11, 3.67)  0.356
H (-6.16, -0.20, 5.87)  0.360
H (-4.51, 0.80, 7.47)  0.359
H (-2.13, 1.10, 6.75)  0.362
H (-1.38, 0.23, 4.55)  0.270

The value obtained for the HOMO energy is -6.259 eV. As for the max |F|: 2.94 eV Å⁻¹. Its LUMO energy is -2.0 eV. The calculation puts the molar mass at 575.9 g/mol. The multiplicity is 1. For the energy above the lowest of the compared OMol25 structures with the same formula, charge and spin, the calculation gives 64.1 kJ/mol.